# 1
Below is a molecular structure, C32H23F6N5O8S3Sr at a distorted geometry, with properties calculated with ωB97M-V/def2-TZVPD.

Cartesian coordinates (Å):
Sr  0.661951  0.243860  -1.724144
O  4.020551  3.984060  -1.116544
C  3.087551  2.978660  -1.106644
O  1.922751  3.253660  -1.343344
C  3.626851  1.661160  -0.836944
C  5.001951  1.403060  -0.733444
C  5.409451  0.121660  -0.429144
C  4.452251  -0.876240  -0.281744
C  3.110951  -0.545240  -0.474244
N  2.707051  0.690860  -0.708244
C  2.053251  -1.560340  -0.481444
O  2.405751  -2.833840  -0.687844
O  0.878951  -1.308640  -0.339844
H  3.524351  4.807860  -1.236344
H  5.706851  2.205060  -0.888044
H  6.454251  -0.119040  -0.296144
H  4.747051  -1.877740  -0.010544
H  3.338651  -2.904740  -0.944344
C  1.174851  2.796260  6.417756
C  1.248851  1.432460  5.788456
C  0.651951  0.328160  6.398256
C  0.782051  -0.872040  5.709956
N  1.412051  -0.985640  4.565856
C  1.954351  0.133160  4.040356
S  2.805651  0.027560  2.584056
N  1.883151  1.340860  4.641856
H  1.247251  2.731460  7.502656
H  0.223151  3.262060  6.163256
H  1.976551  3.417760  6.031756
H  0.131151  0.402660  7.343456
H  0.366051  -1.792540  6.117256
F  -0.301649  -2.694440  -4.835044
C  -0.244449  -1.907740  -3.761144
F  -1.442149  -1.292140  -3.689644
F  -0.136749  -2.664240  -2.682744
S  1.052351  -0.576940  -4.054144
O  0.326551  0.629060  -3.814644
O  1.493851  -0.797740  -5.389944
N  2.201451  -0.745340  -3.005344
S  3.048251  -1.969140  -3.444844
O  2.200451  -3.051940  -3.826944
O  4.160151  -2.240840  -2.586844
C  3.920451  -1.454140  -5.053244
F  5.208151  -1.852040  -4.941144
F  3.474851  -2.042540  -6.157944
F  3.976851  -0.129540  -5.250344
C  -1.954749  3.944460  2.616256
C  -0.859949  3.079660  2.441756
C  -0.694849  2.406060  1.263556
C  -1.608149  2.550360  0.191156
C  -1.400649  1.835260  -1.031444
C  -2.369049  2.048660  -2.003144
C  -3.475349  2.902460  -1.827144
C  -3.655449  3.584260  -0.658644
C  -2.719349  3.424760  0.381656
C  -2.866049  4.104660  1.611656
H  -2.074449  4.475260  3.551356
H  -0.153649  2.947660  3.247756
H  0.139551  1.715260  1.089356
H  -2.291149  1.537060  -2.955944
H  -4.194949  3.006460  -2.629144
H  -4.504749  4.239760  -0.514444
H  -3.718149  4.758860  1.745156
C  -2.899149  -1.464840  -0.006144
C  -3.796549  -2.485240  -0.131844
C  -4.453049  -2.786340  -1.374844
C  -5.349249  -3.800440  -1.495044
C  -5.699349  -4.610240  -0.386844
C  -5.073449  -4.331140  0.851756
C  -4.168349  -3.326840  0.973756
C  -6.603549  -5.651540  -0.526844
N  -7.353649  -6.527040  -0.653144
H  -2.405449  -1.259040  0.930356
H  -2.619949  -0.824540  -0.836744
H  -4.211949  -2.166540  -2.227944
H  -5.826149  -4.010840  -2.445744
H  -5.341049  -4.940140  1.707256
H  -3.703849  -3.132740  1.930256

Atoms 1-3, force components in eV/Å:
Sr -6.0075 6.4997 5.4109
O -0.0068 -0.7841 0.2391
C -1.6161 2.8897 -0.8038

Properties
- Relative energy (zero: lowest compared OMol25 entry of this formula, charge and spin): 175.70 kcal/mol
- Net charge: -2
- Max |F|: 10.374 eV/A
- Highest occupied orbital energy: -0.3 eV
- DFT total energy: -107031.5227 eV

Atom charges from the Löwdin analysis, given in e for atoms 1 to 2:
1 Sr 1.5989
2 O 0.0944


# 2
Below is a molecular structure, C32H23N3P2RuS2 at a distorted geometry, with properties calculated with ωB97M-V/def2-TZVPD.

Cartesian coordinates (Å):
Ru  0.043279  0.096137  -0.945482
S  -0.707855  0.289974  1.346387
C  -2.964729  0.858089  -0.845316
C  -4.089735  1.268801  -1.566616
C  -5.143554  0.411280  -1.848461
C  -6.260360  0.907049  -2.586641
N  -7.152679  1.303433  -3.188920
C  -5.088211  -0.919400  -1.415221
C  -3.970725  -1.351464  -0.715701
C  -2.916774  -0.484563  -0.436470
S  -1.536933  -1.284478  0.362621
C  -6.161218  -1.821572  -1.683927
N  -7.021170  -2.547774  -1.904196
H  -4.176407  2.287073  -1.921391
H  -3.923013  -2.379744  -0.380500
N  -0.320915  2.997404  -0.323772
P  1.201999  2.177769  -0.309530
C  2.212452  3.260606  0.689142
C  1.761627  3.614784  1.967782
C  2.554352  4.412208  2.770957
C  3.797118  4.838894  2.314767
C  4.250980  4.467701  1.058428
C  3.464036  3.673346  0.241276
C  1.792340  2.047738  -2.001606
C  1.666322  3.038097  -2.973115
C  2.018796  2.757799  -4.280118
C  2.470950  1.488392  -4.632717
C  2.594153  0.492474  -3.678282
C  2.265684  0.765905  -2.350915
P  -1.816326  2.379015  -0.844830
C  -2.847823  3.659751  -0.118562
C  -3.901377  3.312822  0.727913
C  -4.644452  4.302757  1.350700
C  -4.351755  5.639928  1.127480
C  -3.293412  5.990668  0.297367
C  -2.534706  5.009306  -0.314140
C  -1.629726  2.397828  -2.649740
C  -1.313465  1.221013  -3.338929
C  -1.129403  1.238218  -4.715092
C  -1.309285  2.416593  -5.424315
C  -1.637117  3.584304  -4.750479
C  -1.777644  3.581084  -3.372220
H  -0.424006  3.732727  0.372145
H  0.807788  3.257851  2.341088
H  2.212078  4.692295  3.757229
H  4.416203  5.459396  2.947381
H  5.220018  4.798485  0.712413
H  3.820484  3.386668  -0.740257
H  1.290725  4.016938  -2.703574
H  1.942981  3.525524  -5.038440
H  2.740198  1.286297  -5.660290
H  2.974160  -0.484402  -3.945154
H  2.482841  0.007356  -1.590329
H  -4.148415  2.278301  0.923094
H  -5.453910  4.023386  2.010164
H  -4.940534  6.411216  1.604322
H  -3.056404  7.031436  0.126366
H  -1.701030  5.309309  -0.936772
H  -1.264187  0.206040  -2.904119
H  -0.883999  0.319946  -5.230982
H  -1.211652  2.426030  -6.501326
H  -1.794065  4.501991  -5.300824
H  -2.040563  4.502784  -2.871556

Atoms 1-3, force components in eV/Å:
Ru 0.8993 -0.6237 -0.1187
S 0.0162 -0.0964 0.3938
C 0.2458 -0.1199 0.2750

Properties
- Relative energy (zero: lowest compared OMol25 entry of this formula, charge and spin): 40.12 kcal/mol
- Net charge: +2
- Max |F|: 1.101 eV/A
- Spin multiplicity: 5
- Highest occupied orbital energy (alpha / beta): -13.2 / -15.0 eV
- DFT total energy: -80839.6796 eV

Atom charges from the Löwdin analysis, given in e for atoms 1 to 2:
1 Ru 0.6932
2 S 0.1974